w | The molecule C2H4ClOP, computed with ωB97M-V/def2-TZVPD.

```
9
C2H4ClOP ωB97M-V/def2-TZVPD
C 1.84 0.28 -0.67
C -1.33 -0.65 0.51
O -0.17 1.78 0.19
P 0.27 0.43 -0.07
Cl -2.81 -0.01 -0.15
H 2.37 1.16 -0.67
H 2.31 -0.71 -1.00
H -1.36 -0.65 1.72
H -1.12 -1.64 0.14
```

Gap between HOMO and LUMO (eV): 8.92
Net charge: 0

x | The molecule C2H4ClOP, computed with ωB97M-V/def2-TZVPD.

```
9
C2H4ClOP ωB97M-V/def2-TZVPD
C 0.03 0.45 0.13
C 0.36 -0.55 -0.91
P 2.10 -0.85 -1.82
O 1.77 -1.98 -2.74
Cl 1.79 -3.91 -2.08
H 0.02 -0.13 1.24
H -0.96 0.83 -0.17
H 0.92 1.17 0.21
H -0.25 -1.33 -1.09
```

Gap between HOMO and LUMO (alpha / beta) (eV): 7.42 / 7.36
Net charge: 0

Which of them is most stable? Easy: w.

w | A 2-piece molecular cluster, C7H17N overall, computed with ωB97M-V/def2-TZVPD.

```
25
C7H17N ωB97M-V/def2-TZVPD
C 0.46 3.68 -0.64
N -0.53 0.28 0.66
C -0.80 -0.44 -0.52
C -0.72 -1.26 1.02
C -1.31 -2.61 0.44
C 0.68 -1.72 1.59
C 0.31 -0.81 -1.56
C 1.53 2.61 -0.68
H -0.56 3.47 -0.97
H 0.85 4.53 -1.34
H 0.28 4.27 0.31
H -1.85 -0.64 -0.87
H -1.44 -1.03 1.86
H -1.28 -3.42 1.33
H -2.35 -2.42 0.11
H -0.62 -3.02 -0.31
H 1.22 -0.86 1.96
H 0.50 -2.55 2.32
H 1.22 -2.06 0.67
H 0.14 -1.81 -1.95
H 0.17 -0.20 -2.52
H 1.21 -0.50 -0.99
H 2.41 3.14 -0.20
H 1.16 1.64 -0.26
H 1.69 2.77 -1.73
```

Gap between HOMO and LUMO (eV): 8.26
Net charge: 0

x | A 2-piece molecular cluster, C7H17N overall, computed with ωB97M-V/def2-TZVPD.

```
25
C7H17N ωB97M-V/def2-TZVPD
C -0.54 2.05 -0.54
C -0.38 3.42 0.56
C -1.76 1.33 -0.14
N 1.69 -2.19 -0.22
C 1.92 -2.60 1.13
C -0.45 -1.06 0.67
C 0.36 -1.77 -0.43
C 0.30 -1.03 -1.78
H -0.37 2.34 -1.58
H 0.43 1.66 -0.19
H -1.36 3.83 0.34
H -0.33 3.00 1.55
H 0.40 4.11 0.26
H -2.13 1.57 0.86
H -2.63 1.40 -0.80
H 1.27 -3.42 1.46
H 1.80 -1.79 1.88
H 2.96 -2.89 1.26
H -0.78 0.01 0.35
H 0.01 -1.15 1.64
H -1.46 -1.48 0.66
H -0.12 -2.75 -0.70
H 0.58 -1.77 -2.53
H 1.20 -0.40 -1.74
H -0.60 -0.43 -1.98
```

Gap between HOMO and LUMO (eV): 3.81
Net charge: 0

Which of them is most stable? Easy: w.

w | The molecule C3H2O3, computed with ωB97M-V/def2-TZVPD.

```
8
C3H2O3 ωB97M-V/def2-TZVPD
O 1.46 1.28 -0.35
C 1.15 0.46 0.47
C 0.06 -0.56 0.13
O 0.20 -1.74 0.40
C -1.19 -0.05 -0.56
O -1.70 0.98 -0.19
H 1.66 0.34 1.44
H -1.63 -0.71 -1.33
```

Gap between HOMO and LUMO (eV): 9.00
Net charge: 0

x | The molecule C3H2O3, computed with ωB97M-V/def2-TZVPD.

```
8
C3H2O3 ωB97M-V/def2-TZVPD
O -0.08 -1.59 1.01
C -0.75 -0.93 0.25
C -0.33 0.46 -0.14
O 0.64 1.07 0.83
C 1.11 0.64 -0.32
O 2.14 0.50 -0.90
H -1.67 -1.32 -0.22
H -1.07 1.17 -0.52
```

Gap between HOMO and LUMO (eV): 10.68
Net charge: 0

y | A 2-piece molecular cluster, C3H2O3 overall, computed with ωB97M-V/def2-TZVPD.

```
8
C3H2O3 ωB97M-V/def2-TZVPD
C 1.59 1.26 0.60
C -0.98 -1.04 -0.47
C -0.58 0.40 -0.49
O 1.20 2.18 1.21
O 1.89 0.29 0.03
O -1.16 -0.02 0.57
H -1.79 -1.33 -1.19
H -0.18 -1.74 -0.25
```

Gap between HOMO and LUMO (eV): 10.59
Net charge: 0

z | The molecule C3H2O3, computed with ωB97M-V/def2-TZVPD.

```
8
C3H2O3 ωB97M-V/def2-TZVPD
C 1.41 -0.49 -0.16
C -0.26 0.15 0.16
C -2.10 0.96 -0.24
O 2.36 0.12 -0.52
O -1.54 -0.32 -0.36
O -0.80 1.48 0.01
H 1.13 -1.63 -0.04
H -0.20 -0.26 1.15
```

Gap between HOMO and LUMO (eV): 10.01
Net charge: 0

Which of them is most stable? Easy: w.

w | A 2-piece molecular cluster, C4H14N2O overall, computed with ωB97M-V/def2-TZVPD.

```
21
C4H14N2O ωB97M-V/def2-TZVPD
N -0.54 0.70 1.42
C 0.37 1.38 0.58
C 1.55 2.00 1.30
C 0.88 0.30 -0.46
N -0.21 -0.37 -1.12
C 0.29 -1.39 -2.07
H -1.07 -0.06 0.97
H -0.17 0.34 2.31
H -0.17 2.12 -0.02
H 1.27 2.32 2.30
H 2.36 1.28 1.36
H 1.95 2.85 0.76
H 1.52 0.84 -1.17
H 1.50 -0.46 0.03
H -0.77 0.29 -1.66
H 0.70 -2.28 -1.60
H 1.06 -0.95 -2.72
H -0.51 -1.61 -2.77
H -2.62 -2.47 -0.20
H -1.33 -1.58 -0.07
O -1.98 -2.12 0.42
```

Gap between HOMO and LUMO (alpha / beta) (eV): 11.41 / 5.91
2S+1: 2
<S²>: 0.755
Net charge: +1

x | A 2-piece molecular cluster, C4H14N2O overall, computed with ωB97M-V/def2-TZVPD.

```
21
C4H14N2O ωB97M-V/def2-TZVPD
C -0.80 -1.03 1.50
C -0.65 0.48 1.61
C 0.44 1.02 0.68
C 2.27 0.54 -0.82
N 1.30 0.05 0.10
N -0.86 -1.52 0.15
H -0.01 -1.46 2.12
H -1.68 -1.30 2.13
H -0.34 0.74 2.62
H -1.59 1.04 1.50
H 0.07 1.75 -0.06
H 1.07 1.75 1.22
H 2.81 1.42 -0.47
H 1.75 0.78 -1.77
H 3.07 -0.13 -1.15
H 0.77 -0.80 -0.19
H -1.06 -2.51 0.07
H -1.72 -1.14 -0.24
H -2.29 0.15 -3.42
H -0.91 -0.23 -2.82
O -1.62 0.40 -2.76
```

Gap between HOMO and LUMO (alpha / beta) (eV): 11.57 / 7.14
2S+1: 2
<S²>: 0.754
Net charge: +1

y | A 3-piece molecular cluster, C4H14N2O overall, computed with ωB97M-V/def2-TZVPD.

```
21
C4H14N2O ωB97M-V/def2-TZVPD
C 1.38 -0.74 1.03
N 1.65 0.24 2.06
C -0.49 -1.74 -1.38
C -1.42 -0.67 -0.97
C -0.84 0.75 -1.27
N 0.35 0.64 -2.14
H 2.27 -0.92 0.42
H 0.51 -0.55 0.42
H 1.17 -1.72 1.51
H 0.70 0.64 2.31
H -0.52 -2.64 -0.76
H -0.53 -2.05 -2.43
H -2.40 -0.65 -1.47
H -1.71 -0.61 0.08
H -1.59 1.48 -1.62
H -0.63 1.28 -0.32
H 1.08 1.26 -1.77
H 0.51 -0.40 -2.15
H -1.13 1.57 2.92
H 2.01 -0.16 2.91
O -0.72 1.48 2.03
```

Gap between HOMO and LUMO (alpha / beta) (eV): 6.48 / 4.29
2S+1: 2
<S²>: 1.763
Net charge: +1

Which of them is most stable? Easy: x.

w | A 2-piece molecular cluster, C4H14N2O overall, computed with ωB97M-V/def2-TZVPD.

```
21
C4H14N2O ωB97M-V/def2-TZVPD
N 0.20 -0.77 -1.19
C 0.25 0.74 -0.67
C 1.66 0.88 -0.01
C -0.81 0.74 0.40
N -2.18 0.40 0.23
C -2.68 -0.18 1.57
H -0.74 -0.90 -1.14
H 0.35 -0.80 -2.22
H 0.08 1.42 -1.54
H 2.48 0.90 -0.60
H 1.73 0.13 0.77
H 1.75 1.92 0.25
H -0.69 1.60 0.94
H -0.37 0.01 1.09
H -2.73 1.29 0.00
H -2.02 -1.16 1.61
H -2.37 0.39 2.52
H -3.71 -0.68 1.70
H 3.76 -2.33 -0.77
H 2.53 -1.78 -1.48
O 3.49 -1.83 -1.47
```

Gap between HOMO and LUMO (alpha / beta) (eV): 10.25 / 4.72
2S+1: 2
<S²>: 0.755
Net charge: +1

x | An isolated ion of composition C4H14N2O and charge +1, computed with ωB97M-V/def2-TZVPD.

```
21
C4H14N2O ωB97M-V/def2-TZVPD
C 0.39 -1.22 -1.38
O 1.59 -1.31 -2.07
C 0.49 0.17 -0.60
C -0.78 0.54 0.09
C -0.87 -0.33 1.40
N -1.26 0.51 2.59
N 1.18 1.16 -1.48
H -0.43 -1.24 -2.12
H 0.16 -1.97 -0.61
H 2.00 -2.17 -2.17
H 1.26 0.03 0.17
H -1.71 0.25 -0.48
H -0.78 1.60 0.28
H 0.07 -0.90 1.54
H -1.48 -1.26 1.28
H -1.42 -0.06 3.44
H -2.13 1.07 2.46
H -0.42 1.11 2.80
H 1.78 1.78 -0.87
H 1.77 0.56 -2.13
H 0.59 1.70 -2.12
```

Gap between HOMO and LUMO (alpha / beta) (eV): 3.55 / 12.10
2S+1: 2
<S²>: 0.750
Net charge: +1

Which of them is most stable? Easy: x.

w | C2H5N2O3 as an isolated structure, computed with ωB97M-V/def2-TZVPD.

```
12
C2H5N2O3 ωB97M-V/def2-TZVPD
C -1.12 0.30 0.55
C -2.11 -0.21 -0.28
N -3.80 0.56 -0.26
N 2.63 0.17 -1.43
O -0.29 1.15 0.84
O -4.73 -0.13 -0.96
O -1.59 -0.87 0.98
H -1.89 -0.87 -1.03
H -3.94 0.28 0.84
H 3.59 -0.06 -1.54
H 2.60 0.53 -0.55
H 1.97 -0.62 -1.53
```

Gap between HOMO and LUMO (alpha / beta) (eV): 5.98 / 5.98
Net charge: -1

x | A 2-piece molecular cluster, C2H5N2O3 overall, computed with ωB97M-V/def2-TZVPD.

```
12
C2H5N2O3 ωB97M-V/def2-TZVPD
C -0.92 0.22 -1.87
C 0.01 -0.83 0.69
N 0.30 0.34 1.19
N 1.48 0.90 0.97
O 2.39 0.29 0.38
O 1.62 2.05 1.42
O -1.17 -1.39 1.06
H 0.11 0.51 -1.94
H -1.62 0.84 -1.36
H -1.21 -0.76 -2.18
H 0.68 -1.49 0.15
H -1.66 -0.68 1.50
```

Gap between HOMO and LUMO (alpha / beta) (eV): 5.14 / 8.03
Net charge: -1

Which of them is most stable? Easy: w.

w | A 19-piece molecular cluster, H38O19 overall, computed with ωB97M-V/def2-TZVPD.

```
57
H38O19 ωB97M-V/def2-TZVPD
O 2.13 3.78 -0.32
H 2.59 4.43 -0.83
H 2.43 3.24 0.40
O 2.23 3.35 3.01
H 1.75 2.96 3.74
H 1.46 3.61 2.49
O -1.48 -1.10 0.11
H -1.47 -0.44 -0.61
H -1.21 -1.89 -0.37
O -1.75 0.26 3.55
H -1.85 0.58 2.65
H -0.85 0.45 3.81
O -0.65 0.94 -1.44
H -1.32 1.29 -0.85
H 0.13 1.47 -1.40
O 4.60 0.66 1.39
H 4.31 1.46 1.89
H 3.94 0.03 1.69
O 0.95 -4.98 -0.01
H 0.65 -4.46 0.75
H 0.12 -5.02 -0.50
O 0.38 -0.41 2.11
H -0.59 -0.62 2.29
H 0.38 -0.53 1.16
O -1.89 -0.79 -3.47
H -0.94 -0.71 -3.32
H -1.90 -1.70 -3.86
O -0.12 3.16 0.87
H -0.70 3.82 0.44
H 0.38 3.19 0.01
O 0.66 -0.34 -3.95
H 1.12 0.11 -4.66
H 0.82 -1.28 -4.08
O -0.21 -3.93 -2.03
H 0.72 -3.78 -1.64
H 0.16 -4.43 -2.77
O 2.09 -2.18 3.68
H 1.99 -1.22 3.71
H 1.30 -2.70 3.84
O 2.96 -0.17 -2.22
H 2.88 -1.15 -2.24
H 3.53 -0.07 -1.41
O -0.71 3.05 3.51
H -1.59 2.71 3.23
H -0.41 3.06 2.59
O -2.77 -2.41 2.45
H -2.84 -2.19 3.38
H -1.92 -1.98 2.44
O -0.16 3.41 -2.71
H -0.78 2.75 -2.98
H 0.70 3.24 -3.09
O -3.20 0.83 -1.49
H -2.59 0.71 -2.17
H -3.75 0.07 -1.35
O -3.48 -2.75 -2.05
H -3.38 -3.40 -1.35
H -2.89 -2.00 -2.02
```

Gap between HOMO and LUMO (eV): 10.53
Net charge: 0

x | A 19-piece molecular cluster, H38O19 overall, computed with ωB97M-V/def2-TZVPD.

```
57
H38O19 ωB97M-V/def2-TZVPD
O 0.36 0.77 -4.67
H 0.59 0.28 -5.47
H -0.50 0.36 -4.38
O 1.10 4.04 3.74
H 0.78 4.57 4.47
H 1.40 4.71 3.11
O -2.16 0.09 -3.74
H -2.60 -0.54 -4.32
H -2.68 0.04 -2.91
O 1.24 -2.21 -5.52
H 1.16 -1.68 -4.73
H 2.10 -2.63 -5.40
O 0.34 0.11 2.42
H 0.07 0.78 3.09
H 0.04 -0.72 2.89
O -0.68 -2.16 3.91
H -1.65 -2.08 3.88
H -0.51 -2.76 4.63
O -3.66 3.83 0.18
H -3.44 4.64 -0.28
H -2.99 3.22 -0.11
O 1.51 0.82 -2.20
H 2.21 0.22 -2.53
H 0.97 0.92 -3.02
O 4.09 -2.14 0.17
H 4.11 -1.19 0.30
H 4.77 -2.50 0.77
O -4.06 -0.59 -1.75
H -3.75 -1.39 -1.28
H -4.76 -0.25 -1.18
O -3.08 -4.44 -1.19
H -3.14 -4.57 -2.14
H -2.55 -3.66 -1.04
O 1.62 3.44 -0.42
H 2.49 3.62 -0.80
H 1.46 2.54 -0.78
O 4.24 1.99 1.06
H 3.59 2.69 1.11
H 4.07 1.46 1.85
O -2.00 -2.09 -0.13
H -2.02 -2.23 0.82
H -1.47 -1.28 -0.26
O 3.17 0.34 3.02
H 3.45 0.80 3.83
H 2.19 0.32 2.94
O -3.38 -1.91 2.88
H -4.20 -2.27 2.54
H -3.37 -1.01 2.60
O -0.74 2.09 4.20
H -1.60 2.08 3.77
H -0.24 2.87 3.90
O -0.56 0.17 -0.47
H 0.08 0.38 -1.17
H -0.14 0.46 0.39
O 3.00 -2.74 -2.59
H 3.52 -2.54 -1.78
H 2.17 -3.07 -2.19
```

Gap between HOMO and LUMO (eV): 10.51
Net charge: 0

Which of them is most stable? Easy: x.

w | A 19-piece molecular cluster, H38O19 overall, computed with ωB97M-V/def2-TZVPD.

```
57
H38O19 ωB97M-V/def2-TZVPD
O 0.59 3.17 -2.14
H 0.04 2.40 -2.21
H 0.68 3.53 -3.06
O -4.10 -1.74 -0.03
H -4.25 -2.36 -0.73
H -4.43 -0.87 -0.15
O -2.89 -3.58 2.29
H -3.07 -4.21 1.60
H -2.20 -4.13 2.70
O -0.14 0.90 2.69
H -0.94 0.38 2.89
H 0.12 1.32 3.52
O 3.03 1.30 3.08
H 2.13 1.06 2.83
H 3.64 0.59 3.25
O 4.51 -0.15 -0.54
H 5.08 0.57 -0.17
H 3.68 0.30 -0.72
O -2.15 -0.83 -3.75
H -2.28 -0.20 -4.48
H -2.45 -1.65 -4.14
O -2.72 4.26 -1.17
H -3.37 3.56 -0.95
H -1.98 4.00 -0.64
O 3.81 2.47 0.83
H 3.44 1.63 0.56
H 3.87 2.26 1.79
O 0.07 3.56 2.49
H 1.03 3.65 2.72
H 0.19 4.38 1.96
O -4.34 -0.75 -2.42
H -3.97 -0.15 -3.06
H -4.03 -1.59 -2.75
O -3.23 -0.62 3.00
H -3.73 -0.96 3.73
H -3.51 -1.28 2.33
O -0.47 -3.05 -1.71
H -0.16 -3.41 -2.59
H -0.36 -2.08 -1.64
O 0.74 -0.83 -1.61
H 0.72 -1.30 -2.47
H 0.65 0.13 -1.75
O 4.02 2.23 -1.87
H 3.48 1.75 -2.48
H 3.67 2.57 -1.07
O -0.89 -3.24 0.91
H -1.03 -3.08 -0.10
H -1.43 -2.48 1.14
O 1.56 -3.43 -0.05
H 1.67 -3.81 0.84
H 0.58 -3.56 -0.34
O 2.04 -0.82 0.49
H 2.26 -1.74 0.36
H 1.14 -0.79 0.81
O 1.09 1.51 -0.25
H 0.80 0.68 0.19
H 0.58 2.26 0.12
```

Gap between HOMO and LUMO (eV): 8.98
Net charge: 0

x | A 19-piece molecular cluster, H38O19 overall, computed with ωB97M-V/def2-TZVPD.

```
57
H38O19 ωB97M-V/def2-TZVPD
O 0.22 1.50 -14.01
H -0.31 1.08 -13.34
H 1.09 1.55 -13.63
O 6.11 4.24 -13.16
H 6.58 3.50 -13.54
H 5.30 3.86 -12.81
O -1.35 0.23 -11.94
H -1.01 -0.56 -11.52
H -2.27 0.04 -12.13
O 2.27 1.53 -12.15
H 2.95 0.90 -11.94
H 2.73 2.36 -12.25
O -0.12 0.33 -16.55
H 0.00 0.75 -15.69
H -0.24 1.06 -17.16
O 0.87 -2.32 -12.10
H 0.49 -1.91 -12.87
H 1.61 -2.82 -12.43
O 3.22 4.60 -16.66
H 3.00 4.61 -15.73
H 2.50 5.08 -17.08
O -0.53 2.52 -18.40
H 0.10 1.87 -18.70
H -0.71 3.05 -19.18
O -1.03 5.14 -17.47
H -0.09 5.35 -17.51
H -1.06 4.19 -17.40
O 2.20 -0.66 -17.94
H 2.15 -0.01 -18.63
H 1.45 -0.48 -17.38
O -1.09 -3.66 -10.65
H -0.73 -3.70 -9.76
H -0.43 -3.19 -11.16
O -2.65 -0.71 -17.30
H -1.71 -0.74 -17.47
H -2.96 0.06 -17.77
O 2.42 4.34 -11.07
H 1.64 4.07 -10.58
H 3.10 4.45 -10.41
O 3.00 5.23 -14.05
H 3.51 5.97 -13.72
H 2.48 4.93 -13.30
O -0.55 3.23 -10.46
H -1.49 3.35 -10.35
H -0.42 3.20 -11.41
O 0.41 -1.90 -15.10
H 0.12 -1.14 -15.62
H -0.18 -2.61 -15.38
O -4.19 0.33 -12.67
H -4.72 0.19 -11.88
H -4.53 1.15 -13.03
O 1.33 -0.34 -10.13
H 1.48 -1.24 -10.42
H 0.66 -0.01 -10.72
O -4.01 -1.23 -14.96
H -4.06 -0.60 -14.23
H -3.54 -0.76 -15.64
```

Gap between HOMO and LUMO (eV): 10.19
Net charge: 0

Which of them is most stable? Easy: x.